1.
{
  "formula": "C25H46N6O2PS2",
  "method": "ωB97M-V/def2-TZVPD",
  "orbital_gap_ev": 6.59,
  "charge": 1,
  "energy_ev": -70648.43195,
  "e_homo_ha": -0.34278,
  "elements": ["C", "C", "C", "C", "C", "C", "C", "N", "C", "C", "C", "C", "S", "C", "N", "N", "C", "O", "C", "C", "C", "C", "C", "S", "C", "H", "H", "H", "H", "H", "H", "H", "H", "H", "H", "H", "H", "H", "H", "H", "H", "H", "H", "H", "H", "H", "H", "H", "H", "H", "H", "H", "H", "O", "P", "N", "C", "C", "N", "C", "C", "N", "C", "C", "H", "H", "H", "H", "H", "H", "H", "H", "H", "H", "H", "H", "H", "H", "H", "H", "H", "H"],
  "positions_angstrom": [[4.685237, 2.446398, 1.396280], [4.157511, 2.571277, -0.126592], [5.137357, 2.327708, -1.296852], [4.583867, 2.469957, -2.753485], [3.092955, 2.873234, -2.992940], [2.092905, 3.117401, -1.801910], [0.588334, 3.490089, -2.169207], [0.121255, 4.819848, -1.661674], [0.168372, 5.085958, -0.164153], [-0.993957, 4.102845, 0.341947], [-1.346092, 4.019591, 1.911978], [-0.812839, 2.560392, 2.410867], [-2.075148, 1.219430, 2.016606], [-2.247688, 0.260880, 3.574742], [-1.961993, -1.092408, 3.903555], [-2.311791, -1.292310, 5.226471], [-2.816560, -0.037336, 5.669770], [-2.776577, 0.992517, 4.672127], [-2.161509, 4.587246, -0.694284], [-1.335930, 5.157945, -1.982563], [-1.883190, 4.858850, -3.459694], [-2.497267, 3.386478, -3.679157], [-1.705574, 2.544688, -4.842447], [-1.530541, 0.786181, -4.184826], [2.676649, 2.932505, -0.380269], [5.472935, 1.629759, 1.491042], [5.231454, 3.447281, 1.600029], [3.842080, 2.389769, 2.159288], [6.243627, 2.058088, -1.155947], [5.269377, 2.275844, -3.643735], [2.700621, 2.968247, -4.070450], [0.544227, 3.550265, -3.323351], [-0.077498, 2.609103, -1.882898], [0.637877, 5.639053, -2.051861], [-0.301629, 6.122389, -0.024093], [1.183502, 5.099659, 0.348647], [-0.930245, 2.980645, 0.063133], [-0.881385, 4.880315, 2.500786], [-2.485851, 4.006873, 2.060778], [-0.505955, 2.549716, 3.508473], [0.134730, 2.261452, 1.816616], [-3.245521, 0.307079, 6.663660], [-2.697426, 5.499818, -0.262855], [-2.993945, 3.856150, -0.957664], [-1.387706, 6.293689, -1.878710], [-0.999031, 5.056282, -4.180929], [-2.680529, 5.648823, -3.728458], [-3.613742, 3.485372, -3.942300], [-2.423070, 2.761418, -2.727715], [-2.359979, 2.541543, -5.786749], [-0.658467, 2.978748, -5.039276], [-0.802805, 0.855612, -2.998579], [2.005452, 3.093505, 0.543727], [1.069573, -4.223594, -0.648360], [-0.018043, -5.027818, 0.085316], [0.310670, -4.245064, 1.600008], [0.181188, -4.804197, 2.938496], [-0.051099, -2.826051, 1.637541], [0.910531, -6.494960, 0.011493], [1.378967, -7.229773, 1.175655], [1.954838, -6.576045, -1.014632], [-1.329812, -5.947518, 0.853795], [-1.780971, -7.117858, 0.054550], [-2.559176, -5.135104, 1.022214], [-0.857581, -4.936986, 3.258511], [0.659244, -4.145361, 3.674451], [0.694418, -5.752570, 3.060137], [-1.135726, -2.681125, 1.661043], [0.329193, -2.299356, 0.758737], [0.374749, -2.317674, 2.505443], [2.172069, -6.691539, 1.705165], [1.779606, -8.206804, 0.882488], [0.564235, -7.468231, 1.861721], [2.851278, -6.016547, -0.727180], [1.594515, -6.192879, -1.972673], [2.251037, -7.612973, -1.200681], [-2.081686, -6.816670, -0.954143], [-2.627883, -7.613848, 0.539250], [-1.018676, -7.890070, -0.036855], [-2.866775, -4.677540, 0.076620], [-2.431476, -4.343050, 1.759050], [-3.386090, -5.744664, 1.397941]],
  "atomic_forces_ev_per_a": [[0.29, 1.42, -1.22], [-0.71, -0.17, -1.99], [-3.90, 1.03, -1.40], [-2.35, 0.65, 3.07], [0.97, -0.36, 2.94], [4.15, -0.79, 0.00], [1.91, -1.72, -1.34], [0.02, 1.71, 0.30], [-1.47, -0.49, 1.61], [-1.68, -0.83, -0.74], [-0.03, -0.83, -0.39], [1.17, 0.58, 0.18], [0.32, -0.61, 1.60], [0.53, -1.86, 1.58], [-1.11, 4.90, -0.64], [-2.06, 5.77, 0.49], [1.17, -1.55, -1.68], [0.97, -4.68, 0.19], [0.08, 1.22, 0.20], [-2.29, 0.77, 0.28], [0.36, -0.16, -0.07], [0.44, 0.18, -0.44], [-0.32, 0.69, 1.49], [0.11, 0.06, -0.45], [1.51, -0.18, -2.19], [-1.35, 0.93, -0.04], [-0.79, -1.60, -0.20], [1.12, -0.28, -1.16], [-2.01, 0.45, -0.04], [-1.17, 0.35, 1.42], [0.74, -0.18, 1.88], [0.03, -0.03, 1.95], [0.52, 1.73, -0.02], [0.17, -1.37, -0.25], [0.94, -1.31, -0.25], [-1.24, -0.49, -1.17], [0.90, 1.90, 0.18], [-0.61, -1.25, -0.72], [1.73, 0.29, -0.24], [-0.76, -0.03, -1.42], [-1.48, 0.58, 0.98], [0.81, -0.86, -1.51], [0.67, -1.22, -0.44], [1.50, 0.64, 0.41], [0.35, -1.49, -0.18], [-1.43, -0.34, 0.97], [1.36, -1.15, 0.71], [1.78, -0.28, 0.38], [-0.18, 1.03, -1.26], [1.34, -0.39, 1.37], [-1.75, -0.58, 0.07], [-0.54, 0.64, -1.11], [1.23, -0.43, -1.64], [-3.82, 1.04, -2.33], [6.83, -2.45, 5.31], [-0.37, 0.98, 0.66], [-0.28, -0.29, 0.17], [0.28, 0.23, -0.58], [0.25, -0.64, -0.62], [-0.70, -0.39, 0.18], [-0.25, 0.33, -0.36], [-1.75, 0.66, -3.21], [0.08, -0.75, -0.05], [-0.18, 0.46, 0.62], [-0.10, -0.02, 0.12], [-0.09, 0.17, -0.33], [-0.13, -0.07, -0.27], [-0.06, 0.19, 0.23], [0.02, -0.20, -0.08], [-0.04, -0.24, 0.08], [0.02, 0.02, 0.09], [0.04, 0.17, -0.19], [0.03, 0.25, 0.06], [0.04, 0.06, -0.07], [0.14, 0.09, 0.24], [-0.19, -0.06, 0.30], [-0.14, -0.14, 0.06], [-0.04, 0.39, 0.08], [0.15, 0.38, 0.02], [-0.21, -0.10, 0.08], [0.27, 0.04, -0.06], [0.23, -0.10, -0.15]]
}



2.
{
  "formula": "C25H47AuClINO3Si2",
  "method": "ωB97M-V/def2-TZVPD",
  "s2": 2.05,
  "orbital_gap_ev": [7.67, 6.18],
  "charge": 1,
  "energy_ev": -74382.22740,
  "e_homo_ha": [-0.38224, -0.39633],
  "spin_multiplicity": 3,
  "de_lowest_kcal_mol": 11.6,
  "elements": ["O", "O", "C", "C", "H", "H", "H", "H", "H", "C", "C", "H", "H", "H", "H", "H", "C", "C", "C", "H", "H", "H", "H", "H", "C", "H", "H", "H", "H", "H", "H", "Au", "C", "Si", "H", "H", "C", "C", "C", "C", "Si", "H", "H", "C", "C", "C", "H", "H", "H", "H", "H", "H", "H", "H", "H", "H", "H", "H", "H", "H", "H", "H", "H", "H", "Cl", "C", "C", "C", "I", "C", "O", "C", "N", "C", "C", "C", "C", "H", "H", "H", "H"],
  "positions_angstrom": [[-0.466388, -1.283608, -3.667661], [0.819436, 0.844060, -5.052831], [0.230824, -2.548857, -4.168892], [-0.520632, -3.686619, -3.535126], [1.272060, -2.470250, -3.857824], [0.147075, -2.507250, -5.256534], [-0.615386, -3.537740, -2.445253], [-0.004673, -4.638924, -3.705991], [-1.525775, -3.794340, -3.968757], [-1.738039, -0.852193, -4.358864], [-1.693595, -1.119728, -5.831064], [-1.866772, 0.199153, -4.086097], [-2.513001, -1.417147, -3.842704], [-0.972293, -0.433572, -6.294171], [-2.690489, -0.932703, -6.249904], [-1.437047, -2.162228, -6.061809], [0.358156, 2.189599, -4.897781], [2.095982, 0.611248, -5.660114], [-0.682843, 2.488602, -5.952898], [1.207682, 2.883946, -4.959113], [-0.083402, 2.261888, -3.891688], [-0.240274, 2.427322, -6.961548], [-1.071000, 3.503329, -5.793889], [-1.521326, 1.779975, -5.888991], [2.039964, 0.790184, -7.163021], [2.367303, -0.417498, -5.395958], [2.834592, 1.296535, -5.217958], [1.263442, 0.151103, -7.615574], [3.011291, 0.481557, -7.574101], [1.854495, 1.839470, -7.441746], [0.194876, -0.572474, -3.395279], [-0.027331, -0.440767, -0.808851], [1.527788, -0.030997, -2.140382], [3.136329, 0.387069, -1.289741], [1.638400, -0.988578, -2.671569], [1.311529, 0.765960, -2.870052], [4.550478, -0.477048, -2.199237], [3.592788, -0.032841, 0.492592], [3.351316, 2.229188, -1.524779], [-1.881568, -1.278134, -0.457591], [-3.280790, -0.005086, -0.526878], [-1.839439, -1.805240, 0.509204], [-1.993073, -2.041821, -1.242190], [-4.595045, -0.642418, -1.729510], [-2.643389, 1.659339, -1.110619], [-3.977923, 0.158587, 1.209474], [2.871893, 2.562820, -2.452443], [4.429221, 2.414337, -1.599452], [2.937366, 2.799562, -0.681665], [4.492175, -1.566531, -2.103297], [5.477074, -0.119927, -1.724383], [4.553880, -0.210198, -3.257388], [3.013035, -0.840910, 0.951252], [3.549750, 0.834394, 1.159367], [4.641654, -0.361587, 0.459625], [-2.798902, 1.806827, -2.185387], [-1.569113, 1.750554, -0.901408], [-3.156812, 2.470985, -0.578821], [-4.872682, 0.795703, 1.233827], [-3.228916, 0.590112, 1.885693], [-4.254452, -0.827160, 1.602323], [-5.560539, -0.140942, -1.559050], [-4.744561, -1.721097, -1.586900], [-4.309090, -0.475779, -2.777452], [2.095756, 0.670115, 6.392963], [1.692788, 0.936678, 4.750354], [1.987736, 2.179293, 4.181704], [1.668630, 2.458128, 2.864885], [2.201198, 4.252741, 1.977339], [0.932691, 1.495224, 2.050430], [0.509808, 1.792302, 0.913585], [0.763424, 0.142107, 2.627658], [0.357774, -0.839851, 1.809787], [0.135126, -2.053913, 2.308144], [0.357917, -2.382455, 3.659437], [0.809897, -1.396535, 4.510554], [1.084564, -0.107520, 4.000629], [2.479100, 2.946596, 4.768218], [-0.262591, -2.802285, 1.610192], [0.168540, -3.399613, 3.995968], [0.961547, -1.588724, 5.565583]],
  "atomic_forces_ev_per_a": [[0.22, -0.67, -0.96], [-0.03, -0.43, 0.29], [-0.84, 0.67, 0.26], [-0.21, -0.45, 0.19], [-0.22, 0.13, 0.06], [0.37, -0.15, 0.35], [0.11, -0.03, -0.50], [0.00, 0.23, -0.01], [0.25, 0.10, 0.16], [0.25, -0.28, 0.63], [0.04, 0.31, -0.41], [0.26, -0.16, -0.12], [0.09, -0.08, -0.02], [-0.18, -0.35, -0.05], [0.21, 0.03, 0.10], [-0.30, 0.38, -0.02], [0.22, -0.30, -0.22], [-0.45, 0.54, 0.07], [-0.07, 0.37, -0.24], [-0.15, -0.06, 0.06], [0.19, 0.04, -0.16], [-0.31, 0.05, 0.41], [-0.02, -0.22, -0.16], [0.22, 0.24, -0.03], [0.25, -0.13, -0.28], [-0.01, 0.18, 0.00], [-0.04, -0.19, -0.02], [0.24, 0.26, 0.19], [-0.24, 0.18, -0.07], [0.11, -0.41, 0.07], [-0.51, -0.09, -0.25], [0.72, 0.51, 1.34], [-0.44, -0.55, -0.42], [0.78, 0.23, -0.07], [0.65, 0.30, 0.06], [0.19, -0.25, 0.34], [-0.28, 0.21, 0.01], [-0.22, -0.20, 0.24], [0.03, 0.03, 0.10], [-0.78, -0.72, -0.39], [0.02, 0.02, 0.04], [0.12, 0.21, -0.26], [-0.10, 0.11, 0.19], [-0.05, -0.04, 0.14], [0.08, 0.21, 0.05], [-0.05, -0.07, -0.03], [0.12, 0.05, 0.14], [-0.15, 0.23, 0.06], [0.11, -0.08, -0.29], [0.09, 0.10, -0.01], [-0.14, -0.21, -0.29], [0.15, -0.07, -0.06], [0.05, 0.07, -0.08], [-0.08, -0.03, -0.08], [-0.27, 0.07, 0.08], [0.03, 0.01, 0.09], [-0.24, 0.12, -0.01], [0.07, -0.09, -0.17], [0.22, -0.11, -0.01], [-0.11, -0.04, -0.11], [0.00, 0.14, -0.01], [0.27, -0.14, -0.10], [-0.06, 0.20, -0.04], [-0.08, 0.00, 0.23], [0.01, 0.04, -0.01], [0.01, 0.66, 0.04], [0.02, -0.03, -0.13], [-0.22, -0.26, 0.06], [-0.13, -0.21, 0.23], [-0.04, 0.59, -1.35], [0.41, -0.51, 1.33], [0.41, -0.55, 0.72], [-0.70, -0.11, 0.29], [0.20, 0.19, 0.07], [-0.16, 0.21, -0.32], [0.11, 0.08, -0.21], [-0.47, -0.35, -1.01], [0.00, -0.19, 0.10], [0.34, 0.28, 0.26], [-0.01, 0.30, 0.03], [0.10, -0.07, -0.10]]
}



3.
{
  "formula": "C25H47BaBr2NO3Si2",
  "method": "ωB97M-V/def2-TZVPD",
  "orbital_gap_ev": 5.73,
  "energy_ev": -190854.99299,
  "e_homo_ha": -0.23326,
  "de_lowest_kcal_mol": 0.0,
  "elements": ["O", "O", "C", "C", "H", "H", "H", "H", "H", "C", "C", "H", "H", "H", "H", "H", "C", "C", "C", "H", "H", "H", "H", "H", "C", "H", "H", "H", "H", "H", "H", "Ba", "C", "Si", "H", "H", "C", "C", "C", "C", "Si", "H", "H", "C", "C", "C", "H", "H", "H", "H", "H", "H", "H", "H", "H", "H", "H", "H", "H", "H", "H", "H", "H", "H", "Br", "C", "C", "C", "Br", "C", "C", "C", "C", "N", "C", "C", "O", "H", "H", "H", "H"],
  "positions_angstrom": [[1.855810, 3.625595, 0.559379], [1.411547, 4.889928, -1.795804], [1.514224, 3.512343, 1.942446], [1.733646, 2.169793, 2.603521], [0.448219, 3.788917, 1.995642], [2.082800, 4.285639, 2.484623], [1.186559, 1.362300, 2.100316], [1.359315, 2.219733, 3.628040], [2.794872, 1.894628, 2.661922], [2.706438, 2.605452, -0.019034], [4.164294, 2.960060, 0.147163], [2.420388, 2.575638, -1.079067], [2.484089, 1.614395, 0.417186], [4.370925, 3.933491, -0.321573], [4.783520, 2.200083, -0.338544], [4.440281, 2.993319, 1.210600], [1.612987, 4.870029, -3.224887], [1.636028, 6.168319, -1.160777], [2.838681, 4.074602, -3.609667], [1.699003, 5.899526, -3.606131], [0.708606, 4.416364, -3.659261], [3.732328, 4.444747, -3.092035], [2.989410, 4.175276, -4.689388], [2.706779, 3.014154, -3.358887], [3.071096, 6.603585, -1.289981], [1.359917, 6.017374, -0.112993], [0.944145, 6.915419, -1.595065], [3.744172, 5.795334, -0.985833], [3.241506, 7.459086, -0.630423], [3.294747, 6.896137, -2.320986], [0.427364, 3.623402, -0.801221], [-1.549801, 0.343818, -1.070768], [-0.591528, 3.102268, -0.953745], [-1.928584, 4.435246, -1.116924], [-0.492101, 2.527215, -1.893994], [-0.767065, 2.511023, -0.038807], [-1.715778, 5.633708, 0.303865], [-3.662963, 3.731370, -1.009744], [-1.819025, 5.363154, -2.745995], [-2.195276, 1.145174, 1.558214], [-3.645611, 0.007162, 1.725048], [-2.284797, 2.205186, 1.842477], [-1.273842, 0.759229, 2.042047], [-5.184151, 0.810515, 0.986656], [-4.029016, -0.456539, 3.501163], [-3.315285, -1.592217, 0.759593], [-2.646211, 6.084448, -2.823217], [-1.899991, 4.670044, -3.593929], [-0.878446, 5.917664, -2.862824], [-2.133818, 5.219223, 1.228084], [-2.261481, 6.554415, 0.064288], [-0.672359, 5.898424, 0.495161], [-3.758004, 2.950679, -0.245430], [-3.981461, 3.320749, -1.977633], [-4.371010, 4.531675, -0.745020], [-3.752769, 0.387242, 4.150419], [-3.465756, -1.340646, 3.835663], [-5.099726, -0.662819, 3.648077], [-2.284546, -1.970555, 0.850039], [-3.585778, -1.542154, -0.312202], [-3.965986, -2.363893, 1.195033], [-6.096417, 0.313044, 1.350011], [-5.202449, 0.769328, -0.113261], [-5.232559, 1.864946, 1.292017], [1.075968, -1.203154, 3.275080], [0.957796, -2.370994, 1.785666], [1.270224, -3.718701, 1.913988], [0.974215, -4.639138, 0.911922], [1.346786, -6.485931, 1.221777], [0.332725, -4.242077, -0.296827], [-0.109466, -5.117688, -1.313946], [-0.785446, -4.609563, -2.407835], [-1.068686, -3.234146, -2.457406], [-0.671785, -2.371103, -1.514877], [0.059248, -2.845560, -0.469851], [0.440931, -1.870457, 0.558481], [0.200164, -0.619790, 0.355850], [1.733533, -4.057905, 2.831695], [0.096368, -6.181870, -1.202698], [-1.117130, -5.242632, -3.224773], [-1.652888, -2.809708, -3.281971]],
  "atomic_forces_ev_per_a": [[0.72, -0.90, -0.02], [0.47, 1.02, -0.79], [0.02, 0.43, 0.12], [-0.07, -0.28, -0.09], [0.24, -0.10, 0.08], [-0.13, -0.12, -0.03], [0.12, 0.24, 0.09], [-0.03, 0.05, -0.02], [-0.21, 0.05, -0.06], [-0.72, 0.28, 0.42], [0.20, 0.04, -0.04], [0.13, 0.03, 0.23], [0.06, 0.43, -0.24], [0.02, -0.32, 0.24], [0.04, 0.08, 0.03], [-0.04, 0.09, -0.28], [-0.30, 0.29, 0.67], [-0.38, -0.68, -0.41], [0.14, -0.11, 0.02], [-0.14, -0.20, 0.05], [0.23, 0.16, 0.02], [-0.20, -0.08, -0.14], [0.08, -0.16, 0.09], [0.09, 0.22, -0.10], [0.17, 0.23, 0.10], [0.12, -0.06, -0.23], [0.22, -0.17, 0.12], [-0.15, 0.19, -0.05], [0.11, 0.02, -0.16], [0.13, 0.00, 0.18], [-1.95, -0.91, -0.27], [-0.13, -0.43, 0.77], [1.04, 1.05, -0.05], [0.36, 0.03, 0.31], [0.12, 0.13, 0.23], [-0.04, 0.00, -0.23], [-0.08, 0.11, 0.07], [-0.19, -0.10, -0.06], [0.10, 0.09, -0.17], [0.02, -0.43, -0.48], [1.13, 1.33, 0.44], [-0.38, -0.26, -0.04], [-0.41, -0.01, -0.25], [-0.30, -0.09, -0.02], [-0.34, -0.26, 0.34], [-0.15, -0.39, -0.08], [0.16, -0.19, 0.02], [-0.02, 0.13, 0.07], [-0.24, -0.13, 0.09], [0.05, 0.05, -0.09], [0.04, -0.06, 0.14], [-0.13, -0.05, -0.06], [0.08, 0.10, -0.07], [-0.05, 0.02, 0.12], [0.14, -0.20, -0.13], [-0.08, -0.24, -0.18], [-0.08, 0.24, -0.06], [0.20, -0.05, 0.06], [-0.24, 0.14, 0.01], [0.03, -0.10, 0.23], [0.11, 0.05, -0.22], [0.17, 0.13, -0.16], [-0.02, 0.08, 0.19], [-0.03, -0.22, -0.09], [0.16, -0.33, -0.29], [-0.54, 0.32, -1.34], [-0.18, -0.97, -0.44], [0.09, 0.50, 0.27], [0.03, 0.24, -0.03], [-0.01, 0.45, 0.36], [-0.08, 0.17, -0.32], [0.18, -0.09, 0.32], [0.28, 0.67, 0.72], [-0.02, -0.74, -0.73], [0.10, -0.32, 0.64], [-0.19, 0.44, 0.42], [0.26, -0.50, -0.07], [-0.09, -0.09, -0.01], [-0.10, 0.26, -0.16], [0.03, 0.00, 0.20], [0.21, -0.21, 0.24]]
}